# 1
Here is C29H41BBr2F3N4NbO5P as an isolated structure from OMol25. Energies are from ωB97M-V/def2-TZVPD.

Element x y z (Å)
1 C 0.2603 -3.8349 -0.0557
2 O -1.1053 -3.4081 0.0670
3 B -1.3028 -2.7042 1.2689
4 O -1.5389 -3.5241 2.3668
5 Nb -1.2223 -0.3407 1.4645
6 C -3.4253 -0.1745 1.9841
7 C -4.4310 0.1866 0.8728
8 C -5.1142 1.5348 0.9354
9 F -6.2711 1.4502 0.1901
10 Br -5.7229 1.9597 2.7294
11 C -4.2676 2.6961 0.2349
12 F -3.0528 2.2397 -0.1063
13 F -4.9062 3.0401 -0.9203
14 Br -4.0195 4.3774 1.1949
15 O 0.7902 -0.1953 1.0738
16 C 1.4587 0.9806 1.5006
17 C 1.5435 2.1095 0.4662
18 C 1.0107 1.7239 -0.8820
19 O 0.8371 3.2504 0.9696
20 P -0.8496 -0.4467 4.0126
21 C -1.5651 1.0186 4.9252
22 O 0.8029 -0.3759 4.3744
23 H 0.6144 -4.2936 0.8613
24 H 0.8815 -2.9785 -0.3008
25 H 0.2899 -4.5591 -0.8574
26 H -2.0431 -4.2864 2.0593
27 H -1.2275 1.4976 1.7093
28 H -1.5987 -0.0311 -0.2948
29 H -3.5053 0.4791 2.8435
30 H -3.6939 -1.1667 2.3426
31 H -3.9467 0.1027 -0.0925
32 H -5.2485 -0.5248 0.8804
33 H 2.4750 0.7053 1.7890
34 H 1.0055 1.3832 2.3965
35 H 2.5814 2.4271 0.3827
36 H -0.0339 1.4482 -0.8449
37 H 1.5601 0.9049 -1.3311
38 H 1.1093 2.5827 -1.5424
39 H 0.2574 3.5652 0.2801
40 H -1.9615 1.7147 4.2025
41 H -0.7857 1.4807 5.5214
42 H -2.3416 0.6602 5.5873
43 H 0.9693 0.4719 4.7855
44 N -0.7279 2.8057 -3.6346
45 C -0.0457 2.3320 -4.6744
46 C -0.5671 1.4376 -5.5950
47 C -1.8731 1.0076 -5.4254
48 C -2.5964 1.4886 -4.3485
49 C -1.9806 2.3827 -3.4856
50 H 0.9754 2.6890 -4.7720
51 H 0.0368 1.0874 -6.4209
52 H -2.3178 0.3065 -6.1200
53 H -3.6160 1.1767 -4.1715
54 H -2.5118 2.7766 -2.6280
55 N 2.5126 -2.2785 7.1961
56 C 3.3652 -2.8039 8.0712
57 C 4.6291 -3.2653 7.7374
58 C 5.0298 -3.1763 6.4140
59 C 4.1542 -2.6333 5.4904
60 C 2.9072 -2.1975 5.9250
61 H 3.0125 -2.8572 9.0964
62 H 5.2795 -3.6819 8.4950
63 H 6.0088 -3.5254 6.1094
64 H 4.4242 -2.5453 4.4471
65 H 2.1982 -1.7615 5.2254
66 N 0.4634 -5.8891 -2.8507
67 C 1.2797 -5.7057 -3.8831
68 C 0.9524 -6.0379 -5.1894
69 C -0.2931 -6.5924 -5.4338
70 C -1.1550 -6.7879 -4.3679
71 C -0.7294 -6.4185 -3.1002
72 H 2.2438 -5.2680 -3.6479
73 H 1.6561 -5.8634 -5.9916
74 H -0.5880 -6.8649 -6.4391
75 H -2.1379 -7.2146 -4.5123
76 H -1.3750 -6.5465 -2.2381
77 N 2.0203 7.6149 -3.2719
78 C 3.3076 7.3585 -3.0573
79 C 3.8250 6.0798 -2.9205
80 C 2.9548 5.0052 -3.0105
81 C 1.6101 5.2513 -3.2322
82 C 1.1987 6.5707 -3.3545
83 H 3.9551 8.2265 -2.9901
84 H 4.8821 5.9327 -2.7456
85 H 3.3172 3.9902 -2.9040
86 H 0.8943 4.4416 -3.3070
87 H 0.1547 6.8065 -3.5283

Values from the calculation:
**E_tot**: -7595.568236 a.u.
**Frontier orbital gap**: 5.8 eV
**LUMO energy**: 2.224 eV
**2S+1**: 1
**Total charge**: -1

# 2
Here is C29H41BrN3O3PSi2TeTi as an isolated structure from OMol25. Energies are from ωB97M-V/def2-TZVPD.

Element x y z (Å)
1 Ti -0.4850 0.3684 -0.2433
2 C 3.6476 -1.5127 -0.1823
3 Si 2.5673 -0.7366 -1.5218
4 C 1.7372 -2.1601 -2.4116
5 C 3.6831 0.0507 -2.8218
6 N 1.4342 0.4163 -0.9101
7 C 1.8967 1.6841 -0.5389
8 C 3.2060 1.9829 -0.1664
9 C 3.5805 3.2624 0.2296
10 C 2.6326 4.2685 0.2780
11 C 1.3152 3.9859 -0.0676
12 C 0.9225 2.7148 -0.4835
13 N -0.3962 2.3502 -0.8082
14 Si -1.4133 3.5790 -1.4777
15 C -2.8948 2.9165 -2.4321
16 C -2.1171 4.7609 -0.1737
17 C -0.4812 4.5737 -2.7866
18 H 4.0216 -2.4881 -0.5051
19 H 3.0644 -1.6557 0.7305
20 H 4.5102 -0.8963 0.0753
21 H 2.5007 -2.7011 -2.9781
22 H 0.9867 -1.8004 -3.1190
23 H 1.2592 -2.8519 -1.7209
24 H 4.4044 -0.6849 -3.1892
25 H 4.2332 0.9168 -2.4566
26 H 3.0770 0.3797 -3.6696
27 H 3.9492 1.1965 -0.1601
28 H 4.6073 3.4566 0.5158
29 H 2.9020 5.2670 0.6010
30 H 0.5738 4.7729 0.0077
31 H -3.6892 2.5016 -1.8136
32 H -2.5997 2.1712 -3.1729
33 H -3.3167 3.7684 -2.9744
34 H -1.5592 4.6879 0.7611
35 H -3.1560 4.5087 0.0497
36 H -2.0881 5.8017 -0.5058
37 H -0.4090 3.9842 -3.7045
38 H 0.5303 4.8285 -2.4772
39 H -1.0090 5.5001 -3.0271
40 Br -3.4007 1.4923 1.3006
41 C -3.6804 0.5034 -0.2713
42 C -4.9686 0.1344 -0.6274
43 C -5.1397 -0.5667 -1.8027
44 C -4.0260 -0.8708 -2.5745
45 C -2.7864 -0.4717 -2.1270
46 N -2.6093 0.2122 -0.9903
47 H -5.7971 0.3869 0.0162
48 H -6.1281 -0.8798 -2.1103
49 H -4.1145 -1.4228 -3.4993
50 H -1.8833 -0.7072 -2.6786
51 C -0.6481 -5.1582 -2.5416
52 C -1.4478 -3.8761 -2.4505
53 O -2.0673 -3.7271 -1.1681
54 P -1.3634 -2.9442 0.0424
55 O -0.6299 -1.7296 -0.5038
56 Te -2.9496 -2.6113 1.7336
57 O -0.2127 -3.9907 0.4527
58 C 0.6989 -3.5804 1.4899
59 C 1.9254 -4.4571 1.4064
60 H -0.2510 -5.2694 -3.5529
61 H -1.2792 -6.0179 -2.3154
62 H 0.1838 -5.1462 -1.8390
63 H -2.2727 -3.8853 -3.1674
64 H -0.8223 -3.0080 -2.6544
65 H 0.1869 -3.6805 2.4505
66 H 0.9531 -2.5248 1.3504
67 H 1.6579 -5.5064 1.5359
68 H 2.6351 -4.1782 2.1864
69 H 2.4158 -4.3368 0.4402
70 C -0.0589 0.4107 1.8496
71 C 0.1171 0.3983 3.0539
72 C 0.3266 0.3821 4.4676
73 C 1.2943 1.1960 5.0625
74 C 1.4868 1.1674 6.4336
75 C 0.7213 0.3290 7.2327
76 C -0.2403 -0.4854 6.6491
77 C -0.4385 -0.4623 5.2787
78 H 1.8848 1.8477 4.4319
79 H 2.2397 1.8043 6.8818
80 H 0.8745 0.3092 8.3045
81 H -0.8384 -1.1454 7.2653
82 H -1.1758 -1.1016 4.8093

Values from the calculation:
**E_tot**: -6131.809602 a.u.
**Energy relative to the best compared isomer or geometry (same formula, charge and spin)**: 0.1780 eV
**Frontier orbital gap (alpha / beta)**: 6.2 / 6.4 eV
**LUMO energy (alpha / beta)**: 2.308 / 2.302 eV
**2S+1**: 2
**Total charge**: -1

# 3
Here is C29H41CaClF3MgN4O17P2S as an isolated structure from OMol25. Energies are from ωB97M-V/def2-TZVPD.

Element x y z (Å)
1 C 1.6188 -0.0358 -5.7756
2 C 1.2081 -1.5971 -5.7611
3 O 1.4314 -2.2273 -4.4424
4 C 0.1310 -2.4349 -3.9176
5 C -0.7323 -3.6256 -4.4245
6 C -2.1622 -3.9111 -3.8808
7 N -3.0097 -5.0249 -4.3275
8 S -4.4301 -4.7443 -3.3548
9 N -4.0242 -3.3234 -2.4581
10 C -2.6884 -2.8664 -2.8081
11 C -1.8513 -1.6575 -2.2715
12 P -2.6703 -0.5445 -0.9845
13 O -2.9382 1.0589 -1.5352
14 O -1.9023 -0.6174 0.5428
15 C -0.4116 -1.4230 -2.7966
16 P 0.7606 -0.0517 -2.2281
17 C 1.0515 -0.1463 -0.3286
18 C -0.0121 1.6885 -2.5157
19 C 1.2812 2.6454 -2.8118
20 H 1.4101 0.4644 -6.7806
21 H 2.7497 0.0703 -5.5729
22 H 1.0166 0.5458 -4.9867
23 H 1.7723 -2.1666 -6.5935
24 H 0.1011 -1.6319 -6.0681
25 H -0.2488 -4.3057 -5.2020
26 H -2.7566 1.1341 -2.5001
27 H -2.1121 0.1746 1.0991
28 H 0.5299 -1.0853 0.0553
29 H 0.6757 0.8313 0.1604
30 H 2.1727 -0.2310 -0.1114
31 H -0.5066 2.1011 -1.5638
32 H -0.6971 1.7094 -3.4320
33 H 1.2080 3.6593 -2.2995
34 H 1.5203 2.7298 -3.9273
35 H 2.2012 2.1173 -2.3404
36 Mg -2.7045 -6.2586 -2.7047
37 C -0.9592 -3.7803 1.6878
38 C 0.4399 -3.3883 2.1233
39 O 0.8590 -4.1706 3.2523
40 C 1.3091 -5.4106 2.9731
41 O 1.3688 -5.8776 1.8643
42 C 1.7650 -6.1123 4.2507
43 F 0.8785 -5.9761 5.2599
44 F 2.9372 -5.6210 4.7043
45 F 1.9441 -7.4354 4.0819
46 H -1.6700 -3.7087 2.5407
47 H -1.3077 -3.1329 0.8820
48 H -0.9892 -4.8163 1.3372
49 H 0.4450 -2.3446 2.4459
50 H 1.1606 -3.4751 1.3035
51 C 3.4959 3.8015 2.8202
52 C 2.8560 3.4312 1.7074
53 C 1.3713 3.2938 1.6744
54 O 0.8208 2.9709 0.6324
55 C 0.6285 3.5508 2.9118
56 C 1.2689 3.9178 4.0265
57 C 2.7517 4.0821 4.0527
58 O 3.3002 4.4362 5.0806
59 O 0.5934 4.1566 5.1811
60 O 3.5362 3.1664 0.5595
61 H 4.5724 3.9069 2.8562
62 H -0.4463 3.4301 2.8789
63 H 1.2761 4.4053 5.8359
64 H 2.8548 2.9218 -0.0978
65 C -5.9999 -9.6903 -0.9893
66 C -6.2902 -8.9825 -2.2401
67 N -6.5208 -8.4275 -3.2239
68 H -5.4948 -10.6415 -1.1741
69 H -5.3536 -9.1010 -0.3343
70 H -6.9130 -9.9106 -0.4315
71 Cl -3.5293 -3.3276 2.6849
72 C 5.9706 -5.2429 6.4952
73 O 5.4276 -3.9353 6.5986
74 H 7.0406 -5.1657 6.3011
75 H 5.8112 -5.7827 7.4323
76 H 5.4912 -5.7760 5.6704
77 H 4.4822 -4.0319 6.7698
78 C -2.9336 6.7165 0.6925
79 C -1.9024 6.6305 -0.4108
80 C -1.6522 5.2363 -0.8883
81 O -0.2968 5.3150 -1.3386
82 C 0.2909 6.2990 -0.6304
83 O 1.4955 6.5133 -0.6135
84 O -0.6097 7.0215 0.0643
85 H -3.8892 6.2949 0.3765
86 H -2.5930 6.1922 1.5931
87 H -3.0913 7.7569 0.9785
88 H -2.1761 7.2974 -1.2357
89 H -2.3176 4.9505 -1.7038
90 H -1.7146 4.4814 -0.0981
91 C -3.3169 10.1041 -0.7200
92 O -3.4859 8.7941 -0.8784
93 H -3.6581 10.7604 -1.5443
94 H -3.8185 10.5763 0.1473
95 H -2.2721 10.4664 -0.5823
96 N 4.3225 -1.6493 0.6537
97 O 4.5296 -0.5288 1.1607
98 O 5.2617 -2.2960 0.1676
99 O 3.1641 -2.1161 0.6326
100 Ca 2.4987 7.9572 0.6401

Values from the calculation:
**E_tot**: -5345.111348 a.u.
**Frontier orbital gap**: 1.8 eV
**LUMO energy**: -6.546 eV
**2S+1**: 1
**Total charge**: +1

> Look up the total charge of the second one.

-1